Record 1
ORCA calculation (wB97M-V/def2-TZVPD) on a single C3H8N4O molecule in a non-equilibrium geometry.

energy above the lowest of the compared OMol25 structures with the same formula, charge and spin	159.5	kcal per mole
largest force on an atom	4.32	eV Å⁻¹
DFT total energy	-413.16190	Ha

```
! RIJCOSX wB97M-V def2-TZVPD def2/J DEFGRID3
* xyz 0 1
C -0.613 0.198 0.429
C 0.631 -0.610 0.354
C -1.549 0.030 -0.747
N 1.423 1.467 0.061
N 0.010 1.558 0.434
N 1.668 0.170 0.038
N 0.749 -2.005 0.457
O 2.744 -0.324 -0.344
H -1.099 -0.031 1.320
H -0.379 2.187 -0.240
H -1.801 -1.062 -0.862
H -0.880 0.590 -1.412
H -2.616 0.384 -0.827
H -0.077 2.158 1.275
H 1.708 -2.203 0.171
H 0.080 -2.507 -0.106
*
```

Results of the natural (NBO) charge analysis, in e, for atoms 1 through 2: -0.084, 0.118

Record 2
ORCA calculation (wB97M-V/def2-TZVPD) on a molecular structure, C44H121F2LiN12O15S2 in a non-equilibrium geometry.

largest force on an atom	7.59	eV Å⁻¹
DFT total energy	-4538.06587	Ha

```
! RIJCOSX wB97M-V def2-TZVPD def2/J DEFGRID3
* xyz -1 2
Li 2.080 3.028 -0.429
N 1.115 1.663 0.551
S 1.548 0.290 0.940
O 2.176 -0.445 -0.139
O 0.932 -0.501 2.036
F 2.877 0.792 1.738
S -0.408 1.153 0.054
O -1.348 0.989 1.154
O -0.462 0.199 -1.043
F -0.884 2.502 -0.622
C -0.520 5.085 2.599
C 0.734 4.442 3.072
C 0.446 3.148 3.836
O -0.457 3.511 4.865
C -0.891 2.404 5.598
N 1.552 4.066 1.903
H -1.148 5.475 3.399
H -1.172 4.415 2.039
H -0.293 5.947 1.971
H 1.274 5.219 3.613
H 1.361 2.626 4.117
H -0.047 2.402 3.213
H -0.090 1.748 5.940
H -1.471 1.681 5.024
H -1.429 2.788 6.466
H 1.159 3.179 1.619
H 2.381 3.691 2.343
C -8.810 -0.798 -0.703
C -7.387 -1.340 -0.287
C -6.383 -0.331 0.279
O -5.195 -0.985 0.723
C -4.374 -0.189 1.528
N -7.590 -2.531 0.507
H -9.369 -0.336 0.110
H -9.409 -1.502 -1.282
H -8.637 0.001 -1.423
H -6.941 -1.694 -1.216
H -6.840 0.125 1.157
H -6.110 0.417 -0.466
H -4.214 0.793 1.083
H -3.404 -0.685 1.552
H -4.822 -0.044 2.511
H -6.674 -2.776 0.854
H -8.143 -2.293 1.318
C 8.302 -3.821 2.755
C 7.317 -3.948 1.613
C 6.414 -2.610 1.538
O 5.615 -2.558 2.703
C 4.587 -1.599 2.699
N 8.012 -4.289 0.368
H 8.911 -4.711 2.911
H 7.841 -3.577 3.712
H 9.072 -3.062 2.615
H 6.562 -4.671 1.923
H 5.687 -2.741 0.737
H 6.984 -1.694 1.386
H 5.003 -0.592 2.682
H 3.974 -1.745 3.589
H 3.947 -1.710 1.824
H 7.982 -5.287 0.217
H 7.457 -3.905 -0.383
C 5.831 1.429 0.565
C 4.879 2.661 0.422
C 5.521 3.995 0.374
O 6.352 4.097 1.520
C 7.019 5.386 1.502
N 4.149 2.343 -0.768
H 6.284 1.375 1.554
H 6.589 1.226 -0.192
H 5.259 0.510 0.439
H 4.210 2.650 1.282
H 4.782 4.794 0.431
H 6.033 4.147 -0.576
H 6.320 6.223 1.500
H 7.568 5.549 0.575
H 7.729 5.357 2.328
H 4.022 1.356 -0.596
H 4.732 2.271 -1.590
C -5.418 -2.140 -4.778
C -6.036 -0.799 -4.323
C -4.963 0.347 -4.353
O -3.767 0.029 -3.669
C -3.802 0.037 -2.245
N -7.172 -0.570 -5.141
H -6.091 -2.851 -5.256
H -4.846 -2.549 -3.944
H -4.670 -1.816 -5.502
H -6.334 -0.879 -3.278
H -5.467 1.198 -3.895
H -4.629 0.672 -5.338
H -4.364 0.903 -1.892
H -2.800 0.108 -1.823
H -4.288 -0.896 -1.960
H -7.657 0.232 -4.765
H -7.774 -1.381 -5.181
C 4.093 -3.188 -1.763
C 5.153 -2.107 -2.194
C 6.181 -2.721 -3.172
O 7.159 -3.330 -2.372
C 8.185 -3.908 -3.159
N 4.344 -0.994 -2.729
H 3.338 -2.711 -1.138
H 4.428 -4.036 -1.166
H 3.630 -3.677 -2.620
H 5.667 -1.710 -1.318
H 6.649 -1.910 -3.729
H 5.686 -3.377 -3.888
H 7.860 -4.514 -4.005
H 8.887 -4.430 -2.509
H 8.625 -3.052 -3.670
H 3.613 -0.860 -2.044
H 3.817 -1.313 -3.529
C 1.324 -6.058 3.018
C 1.782 -5.560 1.645
C 1.209 -4.239 1.048
O -0.215 -4.297 0.836
C -0.739 -3.173 0.053
N 3.215 -5.450 1.790
H 1.490 -5.300 3.784
H 1.745 -7.024 3.295
H 0.245 -6.148 2.892
H 1.617 -6.303 0.865
H 1.816 -4.043 0.164
H 1.327 -3.407 1.742
H -0.812 -2.335 0.745
H -1.608 -3.424 -0.556
H -0.018 -2.888 -0.714
H 3.521 -5.248 2.731
H 3.611 -6.373 1.681
C -0.682 -1.440 -4.152
C -0.387 -2.908 -3.966
C -1.691 -3.742 -3.987
O -1.425 -5.139 -3.877
C -2.539 -5.914 -3.982
N 0.543 -3.333 -5.018
H -1.392 -1.173 -4.935
H 0.276 -0.931 -4.259
H -1.076 -0.935 -3.270
H 0.112 -3.110 -3.018
H -2.110 -3.499 -4.964
H -2.342 -3.478 -3.154
H -2.296 -6.891 -3.564
H -2.886 -6.069 -5.003
H -3.386 -5.607 -3.368
H 0.088 -3.352 -5.919
H 0.754 -4.286 -4.756
C -5.782 7.032 -1.760
C -4.304 6.701 -1.686
C -3.947 5.222 -1.316
O -4.549 4.793 -0.048
C -4.334 3.395 0.190
N -3.695 7.013 -2.954
H -6.032 8.091 -1.815
H -6.305 6.539 -0.940
H -6.313 6.516 -2.560
H -3.884 7.366 -0.931
H -2.871 5.047 -1.330
H -4.259 4.585 -2.143
H -4.770 2.578 -0.384
H -4.724 3.151 1.178
H -3.258 3.236 0.133
H -4.007 7.931 -3.240
H -4.067 6.452 -3.708
C 0.287 6.411 -1.955
C 0.824 5.035 -1.639
C 0.780 4.016 -2.825
O 1.217 2.665 -2.255
C 1.096 1.541 -3.238
N 2.164 5.067 -0.972
H 0.570 7.017 -1.094
H -0.794 6.372 -2.091
H 0.659 6.870 -2.871
H 0.139 4.664 -0.877
H 1.430 4.334 -3.640
H -0.226 3.935 -3.235
H 1.488 1.715 -4.240
H 0.025 1.430 -3.410
H 1.511 0.604 -2.866
H 2.208 5.470 -0.047
H 2.687 5.761 -1.486
C -4.086 -3.018 7.197
C -3.500 -1.621 7.384
C -2.815 -1.104 6.020
O -1.630 -1.898 5.670
C -1.028 -1.534 4.438
N -4.463 -0.625 7.800
H -3.288 -3.688 6.878
H -4.943 -2.965 6.525
H -4.480 -3.358 8.155
H -2.695 -1.647 8.118
H -2.489 -0.072 6.149
H -3.617 -1.247 5.296
H -1.770 -1.611 3.643
H -0.263 -2.284 4.242
H -0.597 -0.536 4.357
H -5.199 -0.554 7.111
H -4.061 0.301 7.837
*
```

Results of the Mulliken charge analysis, in e, for atoms 1 through 2: 1.204, 0.773